{
  "formula": "C27H71CrO25S8",
  "method": "the ωB97M-V functional and the def2-TZVPD basis",
  "multiplicity": 5,
  "charge": 1,
  "s_squared": 6.01,
  "e_homo_ev": [-11.102, -11.485],
  "relative_energy_kj_mol": 0.0,
  "elements": ["Cr", "C", "C", "C", "O", "H", "H", "H", "H", "H", "H", "H", "O", "S", "O", "O", "C", "C", "C", "H", "H", "H", "H", "H", "H", "H", "H", "O", "S", "O", "O", "C", "C", "C", "H", "H", "H", "H", "H", "H", "H", "H", "O", "S", "O", "O", "C", "C", "C", "H", "H", "H", "H", "H", "H", "H", "H", "O", "S", "O", "O", "C", "C", "C", "H", "H", "H", "H", "H", "H", "H", "H", "O", "S", "O", "O", "C", "C", "C", "H", "H", "H", "H", "H", "H", "H", "H", "O", "S", "O", "O", "C", "C", "C", "H", "H", "H", "H", "H", "H", "H", "H", "O", "S", "O", "O", "C", "C", "C", "H", "H", "H", "H", "H", "H", "H", "H", "O", "S", "O", "O", "C", "C", "C", "H", "H", "H", "H", "H", "H", "H", "H"],
  "xyz": [[10.80, 16.49, 5.25], [11.12, 20.67, 4.23], [11.71, 19.32, 3.89], [13.21, 19.38, 4.13], [11.09, 18.22, 4.46], [10.04, 20.66, 4.02], [11.55, 21.43, 3.58], [11.20, 20.95, 5.28], [11.59, 19.30, 2.79], [13.68, 20.05, 3.41], [13.74, 18.43, 4.13], [13.37, 19.80, 5.13], [16.70, 18.18, 2.01], [16.51, 19.53, 1.56], [16.65, 20.57, 2.50], [17.45, 19.81, 0.34], [17.75, 18.73, -0.58], [19.23, 18.46, -0.60], [14.91, 19.66, 0.77], [17.41, 19.06, -1.57], [17.13, 17.85, -0.40], [19.51, 17.94, -1.52], [19.57, 17.89, 0.26], [19.78, 19.40, -0.60], [14.85, 18.90, -0.01], [14.85, 20.61, 0.25], [14.11, 19.56, 1.50], [16.74, 21.38, 8.60], [16.44, 21.88, 9.91], [17.33, 22.80, 10.53], [14.98, 22.52, 9.92], [13.91, 21.66, 9.48], [13.55, 21.93, 8.03], [16.22, 20.51, 11.03], [13.01, 21.74, 10.09], [14.22, 20.61, 9.52], [14.42, 21.92, 7.37], [13.01, 22.86, 7.85], [12.86, 21.19, 7.61], [17.15, 20.31, 11.55], [15.95, 19.62, 10.48], [15.44, 20.81, 11.73], [11.00, 21.35, 1.14], [10.83, 20.71, -0.13], [9.88, 21.30, -1.03], [12.24, 20.52, -0.84], [12.20, 20.06, -2.20], [12.00, 21.20, -3.20], [10.36, 19.03, 0.23], [11.41, 19.34, -2.43], [13.16, 19.57, -2.36], [10.95, 21.47, -3.22], [12.22, 20.87, -4.22], [12.58, 22.07, -2.91], [11.22, 18.40, 0.42], [9.83, 18.63, -0.63], [9.69, 19.05, 1.09], [13.78, 13.76, 2.74], [13.56, 15.06, 3.25], [12.32, 15.39, 3.90], [14.66, 15.39, 4.33], [16.06, 15.21, 3.95], [16.95, 14.85, 5.11], [13.92, 16.25, 1.99], [16.47, 16.03, 3.36], [16.03, 14.31, 3.33], [16.53, 14.11, 5.79], [17.10, 15.71, 5.77], [17.92, 14.57, 4.70], [13.09, 16.23, 1.27], [14.84, 15.97, 1.49], [13.90, 17.22, 2.47], [8.05, 24.56, 2.36], [7.48, 23.38, 2.92], [7.97, 22.90, 4.18], [5.92, 23.56, 3.06], [5.13, 23.83, 1.87], [4.38, 25.12, 2.08], [7.59, 22.08, 1.70], [4.41, 23.01, 1.85], [5.74, 23.80, 0.97], [4.93, 26.02, 2.31], [3.61, 24.96, 2.84], [3.82, 25.35, 1.17], [8.61, 21.70, 1.79], [7.47, 22.44, 0.68], [6.88, 21.29, 1.94], [12.31, 24.58, 4.39], [11.88, 25.15, 5.63], [12.83, 25.55, 6.61], [11.00, 26.43, 5.28], [10.07, 26.31, 4.18], [9.48, 27.68, 3.94], [10.66, 24.12, 6.39], [9.31, 25.56, 4.42], [10.62, 26.05, 3.28], [10.27, 28.39, 3.70], [9.06, 28.07, 4.87], [8.76, 27.73, 3.13], [10.14, 24.58, 7.22], [11.15, 23.19, 6.68], [9.94, 23.80, 5.62], [13.28, 18.36, 8.06], [13.71, 17.29, 7.24], [12.76, 16.51, 6.48], [14.82, 17.79, 6.26], [15.67, 18.89, 6.67], [16.99, 18.77, 5.97], [14.65, 16.15, 8.23], [15.76, 18.94, 7.76], [15.17, 19.82, 6.39], [16.85, 18.49, 4.92], [17.53, 17.91, 6.38], [17.58, 19.69, 5.98], [15.32, 15.63, 7.53], [14.02, 15.45, 8.76], [15.25, 16.76, 8.90], [6.70, 17.85, 6.09], [7.52, 17.61, 4.97], [8.74, 16.86, 5.12], [6.70, 16.83, 3.88], [5.28, 17.12, 3.73], [4.82, 16.49, 2.45], [7.88, 19.12, 4.11], [5.24, 18.21, 3.63], [4.70, 16.77, 4.58], [3.80, 16.82, 2.24], [4.74, 15.41, 2.57], [5.45, 16.67, 1.58], [8.24, 19.87, 4.81], [6.95, 19.46, 3.66], [8.58, 18.87, 3.32]]
}

{
  "formula": "C27H71N5O11S6",
  "method": "the ωB97M-V functional and the def2-TZVPD basis",
  "e_homo_ev": -8.701,
  "relative_energy_kj_mol": 286.4,
  "elements": ["C", "C", "O", "N", "C", "H", "H", "H", "H", "H", "H", "H", "C", "C", "O", "N", "C", "H", "H", "H", "H", "H", "H", "H", "C", "C", "O", "N", "C", "H", "H", "H", "H", "H", "H", "H", "C", "C", "O", "N", "C", "H", "H", "H", "H", "H", "H", "H", "C", "C", "O", "N", "C", "H", "H", "H", "H", "H", "H", "H", "C", "S", "O", "C", "H", "H", "H", "H", "H", "H", "C", "S", "O", "C", "H", "H", "H", "H", "H", "H", "C", "S", "O", "C", "H", "H", "H", "H", "H", "H", "C", "S", "O", "C", "H", "H", "H", "H", "H", "H", "C", "S", "O", "C", "H", "H", "H", "H", "H", "H", "C", "S", "O", "C", "H", "H", "H", "H", "H", "H"],
  "xyz": [[3.96, 0.75, 4.93], [2.90, 0.76, 6.07], [3.08, 1.43, 7.15], [1.86, -0.08, 5.86], [1.52, -0.95, 4.69], [4.18, 1.72, 4.48], [3.88, 0.03, 4.11], [4.95, 0.55, 5.33], [1.12, -0.14, 6.55], [0.72, -1.64, 4.96], [2.41, -1.54, 4.46], [1.25, -0.32, 3.84], [-4.50, -0.59, -1.62], [-4.91, -2.00, -1.60], [-4.40, -2.69, -0.67], [-5.82, -2.44, -2.51], [-6.36, -3.83, -2.38], [-5.35, 0.09, -1.68], [-3.91, -0.45, -2.52], [-3.95, -0.38, -0.70], [-6.09, -1.86, -3.29], [-5.56, -4.57, -2.46], [-7.04, -4.01, -3.21], [-6.88, -3.89, -1.42], [-4.96, -1.11, 2.34], [-4.24, -1.35, 3.65], [-4.88, -1.28, 4.71], [-2.99, -1.65, 3.61], [-2.16, -1.96, 4.77], [-6.00, -1.44, 2.37], [-4.44, -1.65, 1.56], [-4.74, -0.08, 2.06], [-2.57, -1.78, 2.70], [-1.79, -1.05, 5.24], [-1.43, -2.62, 4.30], [-2.75, -2.56, 5.46], [-1.66, 4.51, -0.07], [-0.70, 4.91, -1.13], [0.46, 4.63, -0.86], [-1.06, 5.82, -2.01], [-0.12, 6.40, -3.05], [-1.71, 3.47, 0.26], [-2.56, 5.11, -0.14], [-1.09, 4.96, 0.75], [-2.01, 6.16, -1.95], [-0.44, 6.33, -4.09], [0.86, 5.95, -2.94], [0.09, 7.47, -2.96], [-2.12, -0.79, -4.92], [-2.23, -2.30, -5.18], [-1.95, -3.10, -4.29], [-2.84, -2.58, -6.29], [-3.15, -3.93, -6.70], [-3.09, -0.32, -5.10], [-1.25, -0.33, -5.40], [-2.06, -0.49, -3.88], [-2.55, -1.82, -6.90], [-3.64, -4.17, -7.64], [-3.80, -4.26, -5.90], [-2.33, -4.65, -6.62], [2.17, 3.89, -5.23], [1.63, 2.39, -4.19], [2.39, 1.26, -4.83], [2.75, 2.86, -2.76], [1.74, 4.02, -6.22], [3.25, 3.86, -5.36], [1.85, 4.66, -4.54], [3.81, 2.78, -2.99], [2.52, 2.10, -2.02], [2.50, 3.80, -2.26], [5.15, 2.08, 0.68], [6.56, 1.16, 1.38], [6.13, 0.77, 2.82], [6.33, -0.35, 0.40], [4.24, 1.51, 0.88], [5.30, 2.34, -0.37], [4.95, 3.03, 1.17], [5.45, -0.89, 0.73], [7.24, -0.95, 0.47], [6.39, -0.28, -0.69], [-0.51, -0.81, -0.81], [-0.96, 0.47, 0.35], [-1.25, -0.13, 1.73], [0.76, 1.33, 0.44], [-1.28, -1.55, -1.00], [0.22, -1.47, -0.35], [-0.13, -0.27, -1.67], [1.11, 1.34, -0.59], [1.40, 0.76, 1.12], [0.66, 2.35, 0.81], [-2.31, 2.00, 4.15], [-2.13, 3.60, 3.45], [-3.21, 4.52, 4.05], [-0.63, 4.09, 4.40], [-2.35, 2.20, 5.23], [-1.48, 1.34, 3.93], [-3.23, 1.65, 3.69], [-0.73, 3.88, 5.47], [-0.57, 5.18, 4.36], [0.26, 3.60, 3.99], [2.13, -1.69, -3.40], [3.58, -1.37, -2.34], [3.18, -0.17, -1.49], [3.57, -2.88, -1.33], [1.69, -0.75, -3.73], [1.27, -2.17, -2.93], [2.33, -2.20, -4.34], [4.53, -2.90, -0.82], [3.41, -3.84, -1.84], [2.85, -2.85, -0.52], [1.36, -3.47, 1.81], [1.66, -5.22, 1.30], [2.10, -5.20, -0.18], [3.08, -5.56, 2.37], [0.93, -3.49, 2.82], [0.68, -3.01, 1.10], [2.33, -2.98, 1.77], [2.80, -5.18, 3.35], [4.02, -5.05, 2.18], [3.36, -6.60, 2.27]]
}